Entry 1:
{
  "formula": "C20H17BrN2O3PdS3",
  "method": "ωB97M-V with the def2-TZVPD basis set",
  "symbols": ["Pd", "N", "C", "C", "O", "O", "H", "H", "H", "H", "Br", "C", "C", "C", "C", "N", "C", "H", "H", "H", "H", "O", "C", "C", "C", "C", "C", "S", "C", "C", "C", "C", "S", "C", "C", "C", "C", "S", "H", "H", "H", "H", "H", "H", "H", "H", "H"],
  "positions_angstrom": [[-0.14781, 0.81575, -0.68974], [1.55908, -0.78551, -0.11620], [1.03010, -1.37334, 1.02642], [-1.16865, -0.97523, 1.41952], [-1.22839, -1.27755, 2.53422], [-1.55657, -0.57756, 0.35510], [1.83335, -1.42318, -0.85258], [2.24840, -0.06270, 0.05932], [1.29288, -0.93148, 1.97608], [0.81260, -2.43196, 0.99087], [-4.62314, 0.55800, -4.42204], [-2.90017, -0.04857, -3.99578], [-2.21554, -0.92972, -4.81764], [-0.94700, -1.33364, -4.43341], [-0.41034, -0.84440, -3.25965], [-1.07215, 0.01094, -2.46964], [-2.29979, 0.39736, -2.83253], [-2.66460, -1.29237, -5.73249], [-0.37443, -2.02111, -5.03937], [0.58040, -1.13996, -2.94374], [-2.81820, 1.07649, -2.17605], [1.06176, 1.84296, 0.55453], [0.52995, 3.08129, 0.89964], [1.61639, 4.12768, 0.94202], [1.48537, 5.51712, 1.11451], [2.71530, 6.15048, 1.22095], [3.76918, 5.25367, 1.14328], [3.26453, 3.64123, 0.93541], [0.20192, 3.14847, 2.37248], [-0.64873, 4.03028, 3.03636], [-0.64986, 3.82992, 4.41597], [0.20195, 2.81020, 4.79390], [1.00039, 2.08857, 3.47975], [-0.65307, 3.40303, 0.01761], [-1.92370, 2.87726, 0.15838], [-2.82239, 3.36401, -0.82731], [-2.21964, 4.22057, -1.69667], [-0.56889, 4.46145, -1.33721], [0.52811, 6.01687, 1.14783], [2.85276, 7.21474, 1.34016], [4.82434, 5.48467, 1.16864], [-1.25014, 4.76608, 2.52004], [-1.24913, 4.38910, 5.11894], [0.37064, 2.44219, 5.79508], [-2.21845, 2.24823, 0.98862], [-3.86991, 3.10118, -0.87278], [-2.66785, 4.73384, -2.53401]],
  "fmax_ev_per_a": 1.1,
  "multiplicity": 5,
  "charge": 2,
  "e_homo_ev": [-14.02, -14.57]
}

---

Entry 2:
{
  "formula": "C12H18O3",
  "method": "ωB97M-V with the def2-TZVPD basis set",
  "symbols": ["C", "C", "C", "C", "C", "C", "C", "C", "C", "C", "O", "C", "O", "C", "O", "H", "H", "H", "H", "H", "H", "H", "H", "H", "H", "H", "H", "H", "H", "H", "H", "H", "H"],
  "positions_angstrom": [[3.93698, -0.96004, 0.97240], [2.65964, -0.12685, 0.93272], [1.83411, -0.36870, -0.44849], [2.41316, 0.14085, -1.75788], [0.47182, 0.30102, -0.23709], [0.33137, 1.63744, -0.02150], [-0.99379, 2.36775, -0.07300], [-2.08479, 1.69298, -0.75029], [-2.93690, 0.88628, -0.23638], [-3.48412, -0.08526, 0.38565], [-4.74889, -0.00824, 0.90774], [-2.74060, -1.37924, 0.37601], [-2.98693, -2.04705, -0.80931], [-1.28740, -1.13645, 0.65234], [-0.60545, -0.50046, -0.40846], [3.51237, -1.91414, 0.51313], [4.15043, -0.92891, 2.05916], [4.78169, -0.56144, 0.29949], [1.83650, -0.55341, 1.57399], [2.85387, 0.90457, 1.11763], [1.61342, -1.50892, -0.60819], [1.84847, -0.07967, -2.66068], [3.45129, -0.20600, -1.94365], [2.46032, 1.19978, -1.79776], [1.16200, 2.25591, 0.12346], [-1.14540, 2.59153, 1.00042], [-0.88443, 3.42519, -0.53120], [-2.00061, 1.93075, -1.73903], [-5.20321, -0.73345, 0.62741], [-3.08413, -2.17523, 1.22733], [-3.03601, -1.28931, -1.45053], [-1.17000, -0.57343, 1.67390], [-0.92478, -2.19784, 1.03069]],
  "fmax_ev_per_a": 4.2,
  "e_homo_ev": -8.68,
  "relative_energy_kj_mol": 589.48
}

---

Entry 3:
{
  "formula": "C24H25F3N2O2",
  "method": "ωB97M-V with the def2-TZVPD basis set",
  "symbols": ["C", "N", "C", "C", "C", "C", "C", "C", "C", "C", "C", "C", "O", "N", "C", "C", "C", "C", "C", "C", "H", "H", "H", "H", "H", "H", "H", "H", "H", "H", "H", "H", "H", "H", "H", "H", "H", "H", "H", "H", "H", "F", "C", "F", "F", "C", "C", "O", "C", "C", "C", "C", "H", "H", "H", "H"],
  "positions_angstrom": [[0.96021, 2.66237, 2.77313], [0.33339, 3.20869, 1.58283], [-0.68419, 2.70687, 0.83088], [-1.29875, 1.37279, 1.04507], [-1.01537, 0.60300, 2.25024], [-0.89158, -0.74793, 2.21490], [-0.48021, -1.49865, 3.39320], [0.11457, -2.77429, 3.24683], [0.65691, -3.43978, 4.34189], [0.58815, -2.85173, 5.61720], [-0.04648, -1.61085, 5.79183], [-0.58970, -0.94227, 4.69109], [-2.05216, 0.85444, 0.18106], [-0.86854, 3.59497, -0.19473], [-1.82829, 3.50886, -1.34887], [-1.66856, 4.72809, -2.23650], [-3.24887, 3.47411, -0.80661], [-1.49554, 2.28875, -2.19063], [0.00235, 4.64734, -0.03654], [0.74327, 4.41407, 1.06130], [1.91883, 3.17946, 2.88143], [0.37218, 2.86005, 3.68235], [1.15410, 1.58896, 2.67211], [-0.93309, 1.20321, 3.15932], [-1.03585, -1.29186, 1.28576], [0.15857, -3.18953, 2.24730], [1.13633, -4.40492, 4.19322], [1.02913, -3.36955, 6.47869], [-0.11554, -1.15939, 6.78285], [-1.08528, 0.01725, 4.82818], [-0.66566, 4.78755, -2.67492], [-2.37807, 4.63176, -3.06819], [-1.90425, 5.66204, -1.71473], [-3.42391, 2.56727, -0.22587], [-3.43462, 4.36098, -0.18753], [-3.94568, 3.48432, -1.65441], [-1.69869, 1.37142, -1.63791], [-2.12601, 2.29678, -3.08828], [-0.44182, 2.31817, -2.49319], [0.05693, 5.47783, -0.71600], [1.54468, 4.97572, 1.49041], [-1.03092, -5.66159, -2.91147], [-0.91947, -4.60971, -2.02993], [0.37888, -4.59301, -1.60857], [-1.13311, -3.46883, -2.75364], [-1.89695, -4.74291, -0.89922], [-1.90566, -3.73533, 0.18822], [-1.05559, -2.81668, 0.23523], [-2.94455, -3.94678, 1.19515], [-3.78533, -5.04764, 1.15728], [-3.70361, -5.98589, 0.11583], [-2.76238, -5.80167, -0.89880], [-3.00439, -3.20060, 2.00420], [-4.53030, -5.18614, 1.94479], [-4.36521, -6.85450, 0.06948], [-2.71933, -6.52543, -1.70767]],
  "fmax_ev_per_a": 4.3,
  "e_homo_ev": -5.49,
  "relative_energy_kj_mol": 0.00
}

---

Entry 4:
{
  "formula": "C4H6N2OS",
  "method": "ωB97M-V with the def2-TZVPD basis set",
  "symbols": ["C", "C", "C", "C", "H", "H", "H", "H", "H", "H", "N", "N", "O", "S"],
  "positions_angstrom": [[-1.90100, -0.58239, 0.13018], [-0.27109, 1.36600, -0.40801], [1.06973, 1.49230, -0.04877], [1.55379, 0.20126, -0.12694], [-2.87365, -0.41944, -0.53301], [-1.48346, -1.80239, 0.38687], [-1.86674, 0.07296, 1.27391], [-1.06419, 2.23208, -0.14155], [1.54681, 2.39859, 0.39318], [1.63020, -2.26581, 0.33888], [-0.69514, 0.05379, -0.55619], [0.48967, -0.62384, -0.26274], [0.63032, -1.90431, -0.31436], [3.23473, -0.21880, -0.13144]],
  "fmax_ev_per_a": 5.6,
  "e_homo_ev": -7.81,
  "relative_energy_kj_mol": 735.85
}

---

Entry 5:
{
  "formula": "C10H12NOS",
  "method": "ωB97M-V with the def2-TZVPD basis set",
  "symbols": ["C", "C", "C", "C", "C", "C", "C", "C", "C", "C", "N", "O", "S", "H", "H", "H", "H", "H", "H", "H", "H", "H", "H", "H", "H"],
  "positions_angstrom": [[2.62469, -1.70376, -0.43420], [1.74035, -2.06174, 0.59716], [2.42845, -0.49715, -1.06811], [0.64620, -1.30446, 0.87948], [1.35316, 0.29312, -0.74303], [0.42534, -0.13168, 0.20397], [-2.17851, -0.62863, 0.45044], [-1.19954, 1.55242, -0.62812], [-1.65205, 0.58565, -1.83718], [-0.69215, 1.20947, 1.82646], [-0.78688, 0.62283, 0.49944], [-2.11766, -1.30153, 1.43948], [-2.87355, -0.54958, -1.07215], [3.40477, -2.42628, -0.64888], [2.04103, -2.81115, 1.33754], [2.89196, -0.05656, -1.91908], [-0.07360, -1.72223, 1.62368], [1.49027, 1.36291, -1.12640], [-0.49068, 2.32584, -0.85932], [-2.11501, 1.95952, -0.22658], [-1.91895, 1.02850, -2.84258], [-0.77907, -0.04597, -1.99642], [-0.42182, 0.56281, 2.71198], [-0.02100, 2.10470, 1.78487], [-1.72575, 1.63296, 2.04758]],
  "fmax_ev_per_a": 5.4,
  "multiplicity": 3,
  "charge": 1,
  "e_homo_ev": [-8.93, -13.47],
  "relative_energy_kj_mol": 0.00
}